# 1
8 unconnected molecules or ions with the total composition C24H56N8O8 at a distorted geometry, computed with wB97M-V/def2-TZVPD.

Values from the calculation:
- charge = 0
- LUMO energy (eV) = -0.33
- ΔE to the lowest compared entry with this formula, charge and spin (kJ/mol) = 66.4
- Kohn-Sham gap (eV) = 8.161
- HOMO (eV) = -8.49
- F_max (eV/Å) = 1.17

Bonds (Å) are listed after each position.
Cartesian coordinates (Å):
1 C -5.937 -1.320 -1.091  C2 1.513, H6 1.092, H7 1.087, H8 1.093
2 C -5.205 -0.042 -1.437  C1 1.513, O3 1.220, N4 1.355
3 O -5.331 0.488 -2.529  C2 1.220
4 N -4.418 0.466 -0.458  C2 1.355, C5 1.460, H9 1.006
5 C -3.582 1.635 -0.715  N4 1.460, H10 1.091, H11 1.088, H12 1.082
6 H -5.267 -2.178 -1.176  C1 1.092
7 H -6.788 -1.478 -1.748  C1 1.087
8 H -6.353 -1.311 -0.079  C1 1.093
9 H -4.149 -0.178 0.267  N4 1.006
10 H -2.698 1.336 -1.280  C5 1.091
11 H -3.205 2.007 0.235  C5 1.088
12 H -4.151 2.410 -1.211  C5 1.082
13 C -0.352 -3.515 -5.574  C14 1.511, H18 1.091, H19 1.090, H20 1.087
14 C -1.625 -3.104 -4.871  C13 1.511, O15 1.221, N16 1.352
15 O -2.708 -3.200 -5.425  C14 1.221
16 N -1.500 -2.647 -3.605  C14 1.352, C17 1.435, H21 1.009
17 C -2.588 -2.102 -2.845  N16 1.435, H22 1.088, H23 1.099, H24 1.093
18 H -0.348 -4.596 -5.713  C13 1.091
19 H 0.540 -3.229 -5.015  C13 1.090
20 H -0.350 -3.056 -6.560  C13 1.087
21 H -0.637 -2.827 -3.114  N16 1.009
22 H -3.555 -2.538 -3.089  C17 1.088
23 H -2.708 -1.018 -2.975  C17 1.099
24 H -2.399 -2.187 -1.771  C17 1.093
25 C -0.078 3.415 6.789  C26 1.521, H30 1.090, H31 1.086, H32 1.094
26 C -1.155 2.638 6.048  C25 1.521, O27 1.217, N28 1.347
27 O -1.861 3.175 5.214  C26 1.217
28 N -1.244 1.336 6.381  C26 1.347, C29 1.450, H33 1.003
29 C -2.209 0.441 5.771  N28 1.450, H34 1.092, H35 1.086, H36 1.092
30 H -0.127 3.309 7.872  C25 1.090
31 H -0.168 4.466 6.531  C25 1.086
32 H 0.911 3.082 6.461  C25 1.094
33 H -0.569 0.957 7.018  N28 1.003
34 H -3.235 0.672 6.066  C29 1.092
35 H -1.994 -0.585 6.053  C29 1.086
36 H -2.195 0.576 4.688  C29 1.092
37 C 1.228 -5.205 -2.777  C38 1.514, H42 1.089, H43 1.093, H44 1.089
38 C 1.630 -3.997 -1.958  C37 1.514, O39 1.224, N40 1.347
39 O 1.412 -2.857 -2.348  C38 1.224
40 N 2.235 -4.297 -0.793  C38 1.347, C41 1.458, H45 1.002
41 C 2.768 -3.279 0.105  N40 1.458, H46 1.081, H47 1.093, H48 1.090
42 H 0.218 -5.121 -3.176  C37 1.089
43 H 1.198 -6.122 -2.181  C37 1.093
44 H 1.934 -5.356 -3.592  C37 1.089
45 H 2.367 -5.262 -0.560  N40 1.002
46 H 2.487 -2.287 -0.219  C41 1.081
47 H 3.854 -3.392 0.149  C41 1.093
48 H 2.405 -3.465 1.117  C41 1.090
49 C -0.261 2.407 2.512  C50 1.509, H54 1.092, H55 1.090, H56 1.088
50 C -0.322 1.933 1.081  C49 1.509, O51 1.233, N52 1.345
51 O -0.726 2.675 0.184  C50 1.233
52 N 0.075 0.667 0.855  C50 1.345, C53 1.454, H57 1.019
53 C -0.017 0.026 -0.446  N52 1.454, H58 1.085, H59 1.090, H60 1.094
54 H 0.754 2.578 2.879  C49 1.092
55 H -0.821 1.736 3.164  C49 1.090
56 H -0.752 3.374 2.608  C49 1.088
57 H 0.634 0.227 1.583  N52 1.019
58 H 0.782 -0.694 -0.584  C53 1.085
59 H 0.008 0.792 -1.222  C53 1.090
60 H -0.987 -0.474 -0.521  C53 1.094
61 C 0.331 6.322 -0.223  C62 1.510, H66 1.086, H67 1.095, H68 1.092
62 C 0.990 5.683 -1.422  C61 1.510, O63 1.225, N64 1.345
63 O 1.480 6.381 -2.301  C62 1.225
64 N 1.012 4.339 -1.440  C62 1.345, C65 1.452, H69 1.012
65 C 1.642 3.566 -2.496  N64 1.452, H70 1.089, H71 1.088, H72 1.089
66 H -0.218 7.218 -0.495  C61 1.086
67 H 1.134 6.636 0.454  C61 1.095
68 H -0.327 5.677 0.362  C61 1.092
69 H 0.506 3.831 -0.726  N64 1.012
70 H 1.035 3.508 -3.398  C65 1.089
71 H 1.847 2.578 -2.088  C65 1.088
72 H 2.586 4.044 -2.753  C65 1.089
73 C 0.770 0.083 -5.226  C74 1.520, H78 1.093, H79 1.090, H80 1.084
74 C 2.033 0.502 -4.490  C73 1.520, O75 1.223, N76 1.352
75 O 2.704 1.433 -4.912  C74 1.223
76 N 2.321 -0.161 -3.348  C74 1.352, C77 1.453, H81 1.012
77 C 3.521 0.079 -2.564  N76 1.453, H82 1.093, H83 1.087, H84 1.089
78 H -0.037 -0.122 -4.517  C73 1.093
79 H 0.964 -0.829 -5.790  C73 1.090
80 H 0.458 0.889 -5.879  C73 1.084
81 H 1.874 -1.049 -3.156  N76 1.012
82 H 3.262 -0.057 -1.512  C77 1.093
83 H 3.824 1.120 -2.648  C77 1.087
84 H 4.317 -0.598 -2.868  C77 1.089
85 C 1.063 -0.693 4.523  C86 1.507, H90 1.089, H91 1.089, H92 1.091
86 C 2.114 -1.132 3.536  C85 1.507, O87 1.230, N88 1.347
87 O 1.969 -0.927 2.332  C86 1.230
88 N 3.232 -1.722 3.999  C86 1.347, C89 1.449, H93 1.008
89 C 3.545 -2.126 5.355  N88 1.449, H94 1.088, H95 1.091, H96 1.090
90 H 1.113 -1.242 5.462  C85 1.089
91 H 0.076 -0.814 4.080  C85 1.089
92 H 1.156 0.373 4.738  C85 1.091
93 H 3.937 -1.878 3.296  N88 1.008
94 H 4.370 -2.835 5.319  C89 1.088
95 H 2.706 -2.668 5.793  C89 1.091
96 H 3.826 -1.317 6.030  C89 1.090

# 2
6 unconnected molecules or ions with the total composition C24H57N3O23P5 at a distorted geometry, computed with wB97M-V/def2-TZVPD.

Values from the calculation:
- charge = +1
- LUMO energy (eV) = -5.16
- Kohn-Sham gap (eV) = 5.739
- HOMO (eV) = -10.89
- F_max (eV/Å) = 9.59

Bonds (Å) are listed after each position.
Cartesian coordinates (Å):
1 N 6.980 -2.040 4.831  O2 1.430, H16 1.029, H17 1.032
2 O 6.413 -3.025 3.962  N1 1.430, C3 1.391
3 C 6.341 -2.559 2.654  O2 1.391, O4 1.197, C5 1.563
4 O 7.075 -2.907 1.776  C3 1.197
5 C 5.189 -1.561 2.304  C3 1.563, C6 1.477, C15 1.475
6 C 5.203 -0.613 1.171  C5 1.477, C7 1.465, H18 1.114
7 C 4.018 0.222 0.964  C6 1.465, N8 1.387, H19 1.116
8 N 2.898 0.153 1.780  C7 1.387, C9 1.379, H20 1.026
9 C 2.847 -0.698 2.864  N8 1.379, C10 1.578, C15 1.487
10 C 1.566 -0.783 3.781  C9 1.578, C11 1.602, H21 1.130, H22 1.123
11 C 1.279 -2.300 4.211  C10 1.602, C12 1.573, H23 1.123, H24 1.124
12 C 1.240 -3.276 2.978  C11 1.573, N13 1.460, O14 1.213
13 N 2.269 -4.281 2.730  C12 1.460, H25 1.028, H26 1.027
14 O 0.337 -3.161 2.176  C12 1.213
15 C 3.996 -1.591 3.171  C5 1.475, C9 1.487, H27 1.117
16 H 7.837 -2.492 5.176  N1 1.029
17 H 7.245 -1.270 4.197  N1 1.032
18 H 6.081 -0.540 0.489  C6 1.114
19 H 3.993 0.960 0.127  C7 1.116
20 H 2.083 0.743 1.584  N8 1.026
21 H 1.673 -0.113 4.684  C10 1.130
22 H 0.679 -0.405 3.206  C10 1.123
23 H 2.054 -2.555 4.983  C11 1.123
24 H 0.283 -2.309 4.732  C11 1.124
25 H 2.713 -4.564 3.613  N13 1.028
26 H 3.003 -3.900 2.122  N13 1.027
27 H 3.943 -2.291 4.039  C15 1.117
28 C -2.181 4.446 7.085  O29 1.430, H36 1.090, H37 1.090, H38 1.090
29 O -2.292 4.397 5.660  C28 1.430, P30 1.701
30 P -2.034 2.871 4.953  O29 1.701, O31 1.517, O32 1.630, O34 1.707
31 O -0.580 2.813 5.382  P30 1.517
32 O -2.155 3.553 3.478  P30 1.630, C33 1.426
33 C -1.407 4.728 3.170  O32 1.426, H39 1.091, H40 1.091, H41 1.090
34 O -1.923 1.330 4.227  P30 1.707, C35 1.435
35 C -3.053 0.900 3.455  O34 1.435, H42 1.091, H43 1.091, H44 1.091
36 H -2.713 5.330 7.440  C28 1.090
37 H -2.625 3.561 7.540  C28 1.090
38 H -1.133 4.527 7.371  C28 1.090
39 H -0.480 4.785 3.742  C33 1.091
40 H -2.018 5.610 3.367  C33 1.091
41 H -1.161 4.709 2.109  C33 1.090
42 H -3.089 1.434 2.504  C35 1.091
43 H -3.980 1.059 4.007  C35 1.091
44 H -2.943 -0.166 3.249  C35 1.091
45 C 0.727 -5.578 0.193  O46 1.431, H53 1.086, H54 1.090, H55 1.090
46 O 1.845 -5.952 -0.618  C45 1.431, P47 1.701
47 P 1.607 -7.316 -1.608  O46 1.701, O48 1.510, O49 1.633, O51 1.697
48 O 1.427 -8.280 -0.460  P47 1.510
49 O 3.168 -7.254 -2.085  P47 1.633, C50 1.420
50 C 4.196 -7.180 -1.108  O49 1.420, H56 1.092, H57 1.092, H58 1.091
51 O 1.276 -8.490 -2.786  P47 1.697, C52 1.434
52 C 1.475 -8.106 -4.153  O51 1.434, H59 1.091, H60 1.091, H61 1.090
53 H 0.841 -4.536 0.480  C45 1.086
54 H -0.205 -5.692 -0.362  C45 1.090
55 H 0.703 -6.189 1.095  C45 1.090
56 H 3.901 -7.656 -0.170  C50 1.092
57 H 4.455 -6.134 -0.927  C50 1.092
58 H 5.076 -7.693 -1.497  C50 1.091
59 H 2.541 -8.064 -4.385  C52 1.091
60 H 1.011 -7.139 -4.355  C52 1.091
61 H 1.011 -8.859 -4.791  C52 1.090
62 C -0.633 9.753 1.534  O63 1.430, H70 1.090, H71 1.090, H72 1.090
63 O 0.478 9.365 0.723  C62 1.430, P64 1.699
64 P 0.304 7.889 -0.101  O63 1.699, O65 1.511, O66 1.633, O68 1.697
65 O 0.233 7.047 1.152  P64 1.511
66 O 1.841 8.013 -0.641  P64 1.633, C67 1.421
67 C 2.888 8.273 0.284  O66 1.421, H73 1.092, H74 1.091, H75 1.091
68 O 0.044 6.566 -1.131  P64 1.697, C69 1.434
69 C 0.175 6.807 -2.539  O68 1.434, H76 1.091, H77 1.091, H78 1.091
70 H -0.578 10.830 1.700  C62 1.090
71 H -1.576 9.521 1.039  C62 1.090
72 H -0.583 9.245 2.497  C62 1.090
73 H 2.659 7.886 1.278  C67 1.092
74 H 3.070 9.348 0.339  C67 1.091
75 H 3.795 7.787 -0.081  C67 1.091
76 H 1.227 6.909 -2.810  C69 1.091
77 H -0.374 7.704 -2.829  C69 1.091
78 H -0.240 5.952 -3.072  C69 1.091
79 C -2.199 -3.463 -0.067  O80 1.428, H87 1.090, H88 1.089, H89 1.091
80 O -3.507 -3.928 -0.400  C79 1.428, P81 1.700
81 P -3.784 -4.196 -2.056  O80 1.700, O82 1.512, O83 1.631, O85 1.697
82 O -3.597 -2.749 -2.450  P81 1.512
83 O -5.350 -4.526 -1.740  P81 1.631, C84 1.422
84 C -6.114 -3.618 -0.956  O83 1.422, H90 1.091, H91 1.092, H92 1.091
85 O -3.994 -4.716 -3.658  P81 1.697, C86 1.434
86 C -4.382 -6.084 -3.846  O85 1.434, H93 1.091, H94 1.091, H95 1.090
87 H -2.011 -3.678 0.986  C79 1.090
88 H -1.446 -3.969 -0.670  C79 1.089
89 H -2.139 -2.385 -0.220  C79 1.091
90 H -5.753 -2.592 -1.054  C84 1.091
91 H -6.082 -3.923 0.092  C84 1.092
92 H -7.149 -3.658 -1.298  C84 1.091
93 H -5.431 -6.222 -3.582  C86 1.091
94 H -3.756 -6.748 -3.247  C86 1.091
95 H -4.253 -6.334 -4.899  C86 1.090
96 C -4.044 4.243 -7.274  O97 1.430, H104 1.090, H105 1.090, H106 1.090
97 O -2.820 3.556 -7.003  C96 1.430, P98 1.700
98 P -2.789 2.659 -5.559  O97 1.700, O99 1.511, O100 1.634, O102 1.696
99 O -2.941 3.860 -4.654  P98 1.511
100 O -1.212 2.305 -5.803  P98 1.634, C101 1.420
101 C -0.297 3.354 -6.082  O100 1.420, H107 1.092, H108 1.092, H109 1.091
102 O -2.859 1.550 -4.278  P98 1.696, C103 1.436
103 C -2.590 0.176 -4.599  O102 1.436, H110 1.091, H111 1.091, H112 1.091
104 H -4.088 4.457 -8.343  C96 1.090
105 H -4.903 3.630 -7.001  C96 1.090
106 H -4.067 5.184 -6.725  C96 1.090
107 H -0.611 4.298 -5.632  C101 1.092
108 H -0.195 3.475 -7.162  C101 1.092
109 H 0.676 3.078 -5.671  C101 1.091
110 H -1.522 0.028 -4.770  C103 1.091
111 H -3.156 -0.131 -5.480  C103 1.091
112 H -2.893 -0.442 -3.752  C103 1.091